[1]
ORCA calculation (ωB97M-V with the def2-TZVPD basis set) on 17 unconnected molecules or ions with the total composition C23H60BrN18O36 at a distorted geometry.

ORCA input file:
```
! wB97M-V def2-TZVPD RIJCOSX def2/J DEFGRID3
* xyz -1 1
C -1.147 0.802 3.856
C -1.588 1.228 2.418
O -2.356 0.515 1.835
O -1.063 2.398 1.942
C -1.372 2.562 0.529
N -0.571 1.565 -0.166
Br -1.362 0.953 -1.731
C 0.852 1.963 -0.351
C 1.155 2.880 -1.602
C 2.087 4.121 -1.229
N 1.393 5.046 -0.288
C 1.709 0.626 -0.379
O 2.372 0.400 0.639
O 1.654 -0.149 -1.403
H -2.052 0.295 4.302
H -0.800 1.663 4.465
H -0.371 -0.001 3.786
H -2.468 2.452 0.348
H -1.123 3.626 0.290
H 1.142 2.552 0.556
H 1.759 2.257 -2.310
H 0.256 3.317 -2.093
H 2.252 4.685 -2.184
H 3.069 3.808 -0.814
H 1.571 4.758 0.672
H 0.407 4.949 -0.527
C 3.622 -1.279 3.496
N 3.364 -0.821 4.887
O 2.230 -0.913 5.311
O 4.316 -0.379 5.512
H 2.693 -1.642 3.068
H 3.996 -0.426 2.933
H 4.361 -2.075 3.546
C -5.279 -0.688 -0.093
N -4.927 0.174 -1.249
O -4.747 1.346 -1.017
O -4.830 -0.364 -2.337
H -5.327 -0.072 0.800
H -6.246 -1.143 -0.301
H -4.494 -1.430 0.006
C -0.847 7.989 0.064
N -1.877 7.018 0.522
O -1.588 5.840 0.488
O -2.940 7.476 0.899
H 0.042 7.440 -0.240
H -1.265 8.537 -0.771
H -0.626 8.649 0.900
C 1.356 -0.093 -4.788
N 2.232 0.852 -5.531
O 2.589 0.528 -6.656
O 2.534 1.881 -4.972
H 1.174 -0.962 -5.414
H 1.876 -0.376 -3.870
H 0.427 0.425 -4.565
C -3.640 -2.635 7.006
N -3.275 -1.745 5.873
O -3.023 -0.583 6.130
O -3.254 -2.246 4.768
H -3.617 -2.057 7.925
H -4.640 -3.017 6.813
H -2.910 -3.441 7.036
C 4.186 3.070 4.584
N 3.972 3.334 3.136
O 4.192 2.426 2.366
O 3.589 4.450 2.831
H 4.522 2.045 4.706
H 4.941 3.769 4.936
H 3.236 3.227 5.090
C -1.738 -3.348 1.652
N -3.096 -3.866 1.335
O -3.926 -3.050 0.990
O -3.282 -5.066 1.444
H -1.736 -2.270 1.511
H -1.524 -3.602 2.688
H -1.032 -3.824 0.975
C 2.489 -4.418 -0.612
N 2.081 -4.005 0.757
O 0.952 -4.297 1.121
O 2.898 -3.406 1.417
H 1.660 -4.940 -1.081
H 2.739 -3.513 -1.163
H 3.353 -5.071 -0.512
C -3.051 -5.704 -1.948
N -1.894 -5.067 -2.633
O -2.084 -4.591 -3.732
O -0.833 -5.073 -2.036
H -3.923 -5.627 -2.590
H -2.792 -6.744 -1.769
H -3.212 -5.173 -1.013
C 4.494 -1.457 -8.724
N 4.532 -2.942 -8.781
O 3.507 -3.542 -8.515
O 5.589 -3.455 -9.091
H 3.496 -1.142 -8.436
H 5.226 -1.137 -7.986
H 4.745 -1.086 -9.715
C 0.454 -7.168 2.494
N 0.730 -8.628 2.444
O -0.192 -9.385 2.686
O 1.864 -8.964 2.164
H -0.590 -7.019 2.754
H 1.104 -6.736 3.248
H 0.667 -6.759 1.509
C -1.328 -6.630 6.650
N -0.439 -5.992 5.645
O 0.612 -6.552 5.391
O -0.825 -4.954 5.149
H -0.855 -7.540 7.005
H -1.460 -5.925 7.461
H -2.274 -6.852 6.160
C -1.625 9.468 -4.100
N -0.423 9.536 -3.229
O 0.159 10.600 -3.154
O -0.108 8.513 -2.652
H -1.787 10.443 -4.547
H -1.433 8.719 -4.865
H -2.466 9.186 -3.475
C 2.594 -5.874 9.276
N 1.236 -6.390 8.960
O 0.396 -5.583 8.609
O 1.061 -7.585 9.073
H 2.600 -4.798 9.130
H 2.806 -6.126 10.312
H 3.294 -6.360 8.601
C -5.839 11.683 -3.275
N -4.613 10.865 -3.079
O -4.711 9.664 -3.231
O -3.598 11.462 -2.778
H -6.660 11.022 -3.537
H -6.041 12.199 -2.340
H -5.638 12.387 -4.078
C 2.064 -1.331 -11.733
N 3.278 -0.859 -12.453
O 3.122 -0.354 -13.545
O 4.344 -1.015 -11.890
H 1.194 -1.129 -12.348
H 2.179 -2.399 -11.562
H 2.008 -0.786 -10.793
*
```

Here are the Mulliken charges for atoms 1 to 2, given in e: -0.607 0.686


[2]
ORCA calculation (ωB97M-V with the def2-TZVPD basis set) on 10 unconnected molecules or ions with the total composition C23H60ClO10S9 at a distorted geometry.

ORCA input file:
```
! wB97M-V def2-TZVPD RIJCOSX def2/J DEFGRID3
* xyz -1 1
C -3.089 -1.197 -1.355
C -3.674 -0.912 -2.630
C -2.893 -1.298 -3.741
C -3.157 -0.356 -4.985
C -2.702 -1.067 -6.201
O -1.598 -1.183 -6.617
Cl -4.065 -1.919 -7.121
H -2.299 -0.544 -0.993
H -3.393 -2.086 -0.800
H -4.670 -0.429 -2.723
H -3.188 -2.312 -4.016
H -4.218 -0.106 -5.110
H -2.528 0.524 -4.876
C -5.921 0.111 -11.295
S -5.330 0.466 -9.631
O -5.872 1.801 -9.264
C -3.608 0.698 -10.082
H -6.998 -0.033 -11.241
H -5.693 0.949 -11.955
H -5.447 -0.801 -11.660
H -3.528 1.496 -10.822
H -3.210 -0.236 -10.479
H -3.063 0.971 -9.181
C 0.616 0.197 1.736
S -0.989 1.010 1.688
O -1.471 0.931 0.288
C -0.353 2.675 1.940
H 0.455 -0.864 1.558
H 1.257 0.609 0.955
H 1.063 0.343 2.720
H 0.355 2.920 1.146
H 0.129 2.742 2.915
H -1.192 3.366 1.907
C -0.870 -6.269 -9.770
S -0.115 -5.240 -8.503
O -0.044 -6.073 -7.270
C -1.506 -4.120 -8.326
H -0.178 -7.075 -10.009
H -1.800 -6.681 -9.395
H -1.057 -5.673 -10.663
H -2.399 -4.684 -8.057
H -1.659 -3.594 -9.268
H -1.279 -3.399 -7.543
C 2.171 4.599 5.419
S 0.569 5.411 5.407
O 0.052 5.348 4.016
C 1.206 7.066 5.665
H 2.007 3.540 5.229
H 2.799 5.025 4.635
H 2.637 4.735 6.396
H 1.902 7.316 4.866
H 1.711 7.106 6.631
H 0.369 7.762 5.655
C 6.273 6.488 6.183
S 5.510 7.677 7.284
O 4.080 7.279 7.420
C 5.560 9.065 6.143
H 6.302 5.529 6.685
H 5.676 6.414 5.271
H 7.289 6.800 5.951
H 5.020 8.808 5.232
H 6.598 9.307 5.916
H 5.083 9.916 6.626
C -2.956 2.251 6.144
S -1.229 1.807 5.937
O -1.180 0.644 5.013
C -1.000 1.163 7.598
H -3.315 2.640 5.194
H -3.526 1.365 6.423
H -3.041 3.020 6.912
H -1.704 0.352 7.783
H -1.145 1.966 8.323
H 0.019 0.787 7.674
C -3.607 -10.197 -8.970
S -2.331 -9.519 -10.038
O -2.875 -8.251 -10.585
C -2.513 -10.743 -11.343
H -3.692 -9.547 -8.101
H -4.554 -10.222 -9.508
H -3.320 -11.199 -8.651
H -3.538 -10.730 -11.713
H -2.258 -11.730 -10.955
H -1.828 -10.479 -12.146
C 7.426 2.722 4.735
S 8.295 2.975 6.286
O 8.244 4.436 6.578
C 9.937 2.625 5.647
H 6.372 2.933 4.903
H 7.822 3.400 3.978
H 7.544 1.686 4.419
H 10.164 3.309 4.829
H 9.978 1.592 5.303
H 10.648 2.770 6.457
C 0.361 -2.689 8.919
S -1.395 -2.790 8.556
O -1.964 -1.436 8.789
C -1.829 -3.792 9.984
H 0.821 -2.062 8.158
H 0.507 -2.245 9.904
H 0.796 -3.688 8.881
H -1.536 -3.274 10.897
H -1.327 -4.757 9.913
H -2.906 -3.938 9.972
*
```

Here are the Mulliken charges for atoms 1 to 2, given in e: -0.611 -0.223


[3]
ORCA calculation (ωB97M-V with the def2-TZVPD basis set) on a molecular structure, C23H61I2N5O5PS2 at a distorted geometry.

ORCA input file:
```
! wB97M-V def2-TZVPD RIJCOSX def2/J DEFGRID3
* xyz 1 1
C -6.814 2.094 3.356
C -5.390 2.465 3.082
I -4.195 2.696 4.763
C -4.837 2.600 1.872
I -5.786 2.235 0.077
S -3.128 3.010 1.730
P -2.619 5.113 2.312
S -0.737 5.297 2.229
H -6.896 1.009 3.477
H -7.166 2.569 4.272
H -7.463 2.421 2.536
H -3.052 3.175 0.403
H -3.263 5.266 3.540
H -3.378 5.862 1.410
C -1.627 -2.544 0.882
C -2.645 -1.558 1.444
C -4.107 -2.001 1.302
O -4.652 -1.855 0.011
C -4.289 -2.884 -0.904
N -2.410 -0.243 0.835
H -1.594 -2.513 -0.206
H -0.632 -2.295 1.249
H -1.861 -3.566 1.184
H -2.458 -1.464 2.519
H -4.725 -1.365 1.947
H -4.221 -3.035 1.655
H -4.160 -3.842 -0.400
H -3.366 -2.648 -1.436
H -5.092 -2.973 -1.634
H -3.023 0.435 1.275
H -2.737 -0.296 -0.127
C -3.435 -7.013 0.102
C -3.800 -6.930 -1.377
C -3.471 -8.199 -2.176
O -2.096 -8.317 -2.469
C -1.278 -8.856 -1.452
N -3.157 -5.742 -1.951
H -2.360 -6.907 0.252
H -3.921 -6.207 0.653
H -3.753 -7.961 0.540
H -4.884 -6.791 -1.440
H -3.969 -8.139 -3.146
H -3.844 -9.097 -1.666
H -1.765 -9.677 -0.917
H -0.974 -8.078 -0.747
H -0.385 -9.249 -1.936
H -3.484 -5.613 -2.904
H -2.165 -5.947 -2.046
C 4.334 3.627 -1.283
C 3.359 4.129 -0.224
C 3.068 3.111 0.883
O 2.188 2.068 0.515
C 2.780 0.971 -0.157
N 2.137 4.603 -0.881
H 3.866 2.927 -1.976
H 4.704 4.464 -1.875
H 5.192 3.133 -0.826
H 3.820 4.992 0.268
H 2.564 3.634 1.701
H 4.002 2.697 1.287
H 3.789 0.776 0.217
H 2.829 1.124 -1.238
H 2.158 0.098 0.040
H 1.541 5.035 -0.182
H 1.622 3.783 -1.191
C 5.517 10.069 -1.134
C 4.389 9.045 -1.209
C 3.480 9.025 0.026
O 4.030 8.389 1.163
C 4.892 9.184 1.954
N 4.958 7.730 -1.506
H 6.318 9.728 -0.478
H 5.948 10.218 -2.122
H 5.158 11.032 -0.768
H 3.746 9.321 -2.051
H 2.587 8.445 -0.222
H 3.155 10.042 0.285
H 4.563 10.227 1.968
H 5.927 9.146 1.604
H 4.858 8.790 2.968
H 4.197 7.071 -1.659
H 5.416 7.397 -0.661
C 3.621 -5.161 -0.606
C 2.340 -4.627 0.024
C 1.123 -5.534 -0.178
O 0.565 -5.491 -1.475
C 1.164 -6.338 -2.441
N 2.106 -3.261 -0.451
H 3.620 -5.019 -1.687
H 4.482 -4.624 -0.209
H 3.755 -6.223 -0.398
H 2.499 -4.570 1.106
H 0.328 -5.187 0.490
H 1.358 -6.571 0.098
H 1.494 -7.278 -1.988
H 2.006 -5.869 -2.954
H 0.391 -6.557 -3.178
H 1.325 -2.853 0.053
H 1.796 -3.311 -1.418
*
```

Here are the Mulliken charges for atoms 1 to 2, given in e: -1.350 0.429


| no. | E_LUMO (eV) | HOMO-LUMO gap (eV) |
| --- | --- | --- |
| 1 | 0.905 | 5.78 |
| 2 | 1.342 | 2.60 |
| 3 | -4.466 | 5.95 |